{"formula": "C8H9Cl2NO2P", "method": "ωB97M-V with the def2-TZVPD basis set", "spin_multiplicity": 1, "de_lowest_kj_mol": 59.7, "e_homo_ev": -12.98, "e_lumo_ha": -0.1613, "total_energy_ha": -1776.913965, "homo_lumo_gap_ev": 8.59, "charge": 1, "elements": ["C", "C", "C", "C", "C", "C", "C", "C", "N", "O", "O", "P", "Cl", "Cl", "H", "H", "H", "H", "H", "H", "H", "H", "H"], "coordinates": [[2.1719, 2.5946, 0.3865], [1.8897, 2.2755, -0.9621], [1.3565, 2.1464, 1.3494], [0.7358, 1.6151, -1.2363], [0.2345, 1.3208, 1.0355], [-0.1655, -1.6406, 0.2003], [-0.2540, -3.9737, 0.1917], [-1.1193, 0.2026, -0.5958], [-0.0873, 1.0808, -0.2068], [0.6577, -1.3521, 1.0148], [-0.6052, -2.6567, -0.3663], [-2.7259, 0.2413, 0.3449], [-3.6679, -1.2578, -0.5989], [-3.4482, 1.9416, -0.7147], [3.0176, 3.2174, 0.5111], [2.6734, 2.6665, -1.5663], [1.4454, 2.3588, 2.4537], [0.4556, 1.3761, -2.1969], [-0.4879, 0.7597, 1.6241], [-0.9514, -4.7877, -0.2302], [-0.6854, -4.1164, 1.2436], [0.7366, -4.1146, -0.0612], [-1.1767, 0.1024, -1.6201]], "forces_ev_per_a": [[-0.36, -0.26, -1.28], [-0.39, 0.19, 1.85], [-2.07, -0.97, 3.28], [0.34, -0.44, 1.88], [0.23, 0.05, 0.45], [0.64, 4.17, 0.58], [-4.35, -1.75, 1.18], [0.60, -3.01, 3.21], [1.91, 1.68, -3.12], [-0.94, -0.67, -0.77], [-1.44, -1.61, -0.66], [0.29, 1.43, -0.64], [-0.02, -0.25, -0.24], [0.19, -0.71, 0.56], [0.69, 0.41, 0.79], [-0.30, -0.16, -1.56], [0.30, -0.14, -1.49], [-0.77, -0.50, -1.92], [0.73, 0.75, 1.25], [1.27, 1.65, -0.58], [1.70, 1.06, -0.92], [2.03, -0.67, 0.23], [-0.26, -0.24, -2.10]], "mulliken_charge": [-0.090, -0.660, -0.885, -0.180, 0.393, 0.833, -0.693, -0.959, 0.197, -0.423, -0.225, 0.353, -0.156, -0.234, 0.454, 0.412, 0.341, 0.415, 0.491, 0.265, 0.314, 0.360, 0.680]}

***

{"formula": "C8H9ClN2O", "method": "ωB97M-V with the def2-TZVPD basis set", "spin_multiplicity": 1, "de_lowest_kj_mol": 296.9, "e_homo_ev": -8.99, "e_lumo_ha": 0.0146, "total_energy_ha": -955.092327, "homo_lumo_gap_ev": 9.38, "charge": 0, "smiles": "Cc1cccc(Cl)c1NC(N)=O", "elements": ["C", "C", "C", "C", "C", "C", "Cl", "C", "N", "C", "N", "O", "H", "H", "H", "H", "H", "H", "H", "H", "H"], "coordinates": [[-1.6627, -1.5101, -0.1369], [-1.0405, -0.1613, -0.7149], [-1.5967, 1.1919, -0.9780], [-0.6548, 2.2032, -1.2107], [0.7350, 2.3409, -0.9680], [1.1901, 0.9301, -0.8321], [2.8584, 0.7820, -0.6267], [0.3479, -0.2979, -0.6548], [0.8630, -1.4701, -0.0980], [1.1483, -1.5016, 1.2872], [0.9203, -0.2661, 1.9719], [1.3375, -2.6081, 1.8756], [-1.0987, -1.6474, 0.8517], [-2.8420, -1.3732, 0.0440], [-1.5359, -2.2348, -0.8389], [-2.7762, 1.4274, -0.5735], [-1.2940, 3.1612, -1.1314], [1.3549, 3.2157, -1.0392], [0.9935, -2.4286, -0.6218], [1.1989, 0.6529, 1.6611], [1.5539, -0.4060, 2.7334]], "forces_ev_per_a": [[-2.92, 4.89, 2.67], [-0.66, 0.54, 0.84], [-0.43, -2.97, 1.90], [-3.08, 4.18, 2.05], [-1.99, -6.66, -1.09], [-1.35, 1.28, 0.33], [1.55, -0.52, 0.17], [0.59, 3.73, -0.99], [2.31, -2.27, 0.16], [-0.96, -2.26, -0.56], [1.21, -1.74, 0.57], [-0.09, 3.83, -1.59], [-1.54, -0.33, -1.56], [2.67, -0.32, -0.30], [0.51, -2.39, -1.60], [3.62, -0.63, -1.92], [1.48, -0.88, -0.74], [0.02, -0.04, 0.03], [-0.47, 2.86, 1.50], [-0.26, -0.21, -1.29], [-0.20, -0.07, 1.40]], "mulliken_charge": [-0.952, 0.713, -0.525, -0.229, -0.623, 0.451, -0.157, -0.421, -0.172, 0.352, -0.394, -0.645, 0.279, 0.317, 0.325, 0.192, 0.206, 0.437, 0.286, 0.251, 0.311]}

***

{"formula": "C8H9ClNO2S", "method": "ωB97M-V with the def2-TZVPD basis set", "spin_multiplicity": 1, "e_homo_ev": -12.84, "e_lumo_ha": -0.1772, "total_energy_ha": -1373.578720, "homo_lumo_gap_ev": 8.01, "charge": 1, "elements": ["C", "C", "C", "C", "C", "C", "C", "C", "N", "O", "O", "S", "Cl", "H", "H", "H", "H", "H", "H", "H", "H", "H"], "coordinates": [[0.7426, -0.5971, -0.8780], [-0.6645, -0.9887, -0.5781], [0.9348, 0.7203, -0.6741], [-1.3461, 0.3467, -0.2913], [-0.3197, 1.3258, -0.2426], [-2.7405, 0.6133, -0.3783], [-0.8778, -1.2625, 0.8529], [2.1911, 1.4942, -0.8047], [-1.7977, -2.0484, 1.3350], [-3.2695, 1.6992, -0.3855], [-1.6964, 3.2367, 0.9411], [-0.3284, 2.9577, 0.1926], [-3.7680, -0.8129, -0.5856], [1.4870, -1.3185, -1.1605], [-1.1501, -1.6663, -1.2724], [-0.1876, -0.8080, 1.5547], [2.9482, 0.9114, -1.3223], [2.5746, 1.7523, 0.1822], [2.0218, 2.4211, -1.3475], [-1.9828, -2.1095, 2.3286], [-2.4706, -2.4916, 0.7168], [-2.5062, 2.9371, 0.4512]], "forces_ev_per_a": [[-0.30, 0.31, 0.27], [-0.27, 0.33, 0.15], [0.09, -0.28, -0.17], [0.79, 0.47, -0.22], [-0.60, -0.04, 0.03], [-0.57, 0.61, -0.05], [0.25, -0.57, 0.22], [0.24, -0.06, 0.05], [-0.10, -0.20, 0.01], [0.05, -0.43, -0.06], [-0.35, 0.21, 0.50], [0.05, -0.53, -0.37], [-0.20, 0.04, -0.16], [0.22, -0.09, -0.02], [-0.09, 0.02, 0.00], [-0.04, 0.02, 0.00], [0.04, 0.04, -0.02], [0.06, 0.08, 0.06], [0.05, 0.08, -0.11], [0.13, 0.04, -0.10], [0.19, 0.04, 0.17], [0.34, -0.07, -0.17]], "mulliken_charge": [-1.270, 0.285, 0.863, -0.437, 0.047, 1.128, -0.218, -1.643, -0.212, -0.668, -0.440, 0.153, -0.178, 0.471, 0.516, 0.407, 0.375, 0.380, 0.465, 0.255, 0.267, 0.454]}

***

{"formula": "C8H9F7LuN2O6S", "method": "ωB97M-V with the def2-TZVPD basis set", "spin_multiplicity": 1, "de_lowest_kj_mol": 380.5, "e_homo_ev": -18.75, "e_lumo_ha": -0.5935, "total_energy_ha": -3202.425920, "homo_lumo_gap_ev": 2.60, "charge": 3, "elements": ["N", "C", "S", "O", "O", "C", "F", "F", "C", "F", "F", "C", "F", "F", "F", "O", "C", "C", "N", "C", "O", "O", "C", "O", "H", "H", "H", "H", "H", "H", "H", "H", "H", "Lu"], "coordinates": [[1.5627, -2.3285, -0.4975], [1.3273, -0.8884, -0.7295], [-0.4789, -0.7318, -1.2077], [-0.7319, 0.2116, -2.2943], [-0.8704, -2.0453, -1.7192], [-1.7233, -0.3109, 0.1137], [-1.4676, 0.8642, 0.7734], [-1.7906, -1.4354, 1.0949], [-3.2328, -0.1807, -0.3860], [-3.5124, -0.8128, -1.5385], [-3.4174, 1.1614, -0.6350], [-4.2594, -0.5722, 0.7628], [-5.4656, -0.0644, 0.4466], [-4.4363, -1.9301, 0.8617], [-3.9215, -0.0252, 2.0145], [2.0816, -0.5863, -1.8716], [2.5900, 0.7750, -1.8944], [1.8362, 1.7920, -0.9672], [2.0899, 1.3100, 0.4563], [1.4169, 2.1807, 1.4677], [0.5982, 3.0140, 1.1402], [1.7036, 2.1533, 2.7367], [1.8127, -0.1548, 0.5913], [1.0329, -0.4709, 1.7498], [2.5089, -2.4874, -0.1430], [0.8449, -2.7326, 0.1046], [3.6877, 0.7380, -1.6122], [2.5853, 1.1602, -2.9541], [2.3253, 2.8009, -1.0828], [0.7515, 1.9392, -1.1905], [3.1093, 1.4679, 0.5891], [2.8171, -0.6207, 0.8276], [0.8348, -1.4239, 1.7417], [-2.2086, -1.7663, 3.2508]], "forces_ev_per_a": [[-1.09, 1.48, 0.32], [2.91, -1.25, 0.62], [-2.23, -2.39, -6.60], [0.99, 0.75, 3.10], [0.58, 0.94, 2.88], [-0.69, 2.81, -0.25], [0.07, -2.53, -0.33], [0.38, -0.15, 1.35], [-0.40, 1.80, -1.61], [0.45, -0.02, 1.93], [0.29, -1.78, 0.76], [-3.70, 0.10, -1.89], [2.23, -0.62, 0.64], [1.17, 1.55, 0.78], [0.80, -1.40, -0.32], [-1.25, 0.94, 1.71], [0.79, 1.18, -0.58], [0.58, 0.25, -1.40], [-0.03, 0.70, -0.01], [-0.55, 1.71, 4.32], [0.01, -0.57, -1.10], [0.08, -1.19, -3.24], [1.55, -1.94, 0.56], [-0.79, 0.84, -0.81], [-0.26, -0.08, -0.28], [0.31, -0.38, -0.51], [-1.13, -0.03, -0.14], [-0.32, -0.57, 1.08], [-0.44, -1.03, 0.24], [0.82, -0.44, 0.41], [-0.45, -0.29, 0.26], [-0.87, 0.60, -0.75], [0.83, 0.24, -0.28], [-0.62, 0.76, -0.88]], "mulliken_charge": [-0.389, 0.233, 1.188, -0.609, -0.554, 0.587, -0.306, -0.020, 0.718, -0.169, -0.204, 0.494, -0.153, -0.218, -0.278, -0.351, -0.491, -0.706, 0.197, 0.493, -0.317, -0.386, -0.319, -0.563, 0.393, 0.218, 0.353, 0.416, 0.446, 0.365, 0.531, 0.482, 0.376, 1.542]}

***

{"formula": "C8H9FN2", "method": "ωB97M-V with the def2-TZVPD basis set", "spin_multiplicity": 1, "de_lowest_kj_mol": 255.0, "e_homo_ev": -8.27, "e_lumo_ha": 0.0154, "total_energy_ha": -519.453951, "homo_lumo_gap_ev": 8.69, "charge": 0, "smiles": "C/C(F)=C/C=C=N.C=CC#N", "elements": ["C", "C", "F", "C", "C", "C", "N", "H", "H", "H", "H", "H", "H", "C", "C", "C", "N", "H", "H", "H"], "coordinates": [[1.4027, -1.4769, 1.1537], [1.1484, -0.6184, -0.0621], [0.5019, 0.5049, 0.2529], [1.3766, -0.9201, -1.3130], [1.1025, -0.0867, -2.5511], [0.3732, 0.9571, -2.6958], [-0.1525, 2.0360, -2.9396], [2.1424, -0.9131, 1.7612], [1.9224, -2.3987, 1.0474], [0.4790, -1.5254, 1.5329], [1.9545, -1.7998, -1.5916], [1.7100, -0.5268, -3.4027], [-1.0692, 2.3604, -3.2868], [-2.0216, 1.6245, 1.4689], [-1.7316, 0.3513, 1.3582], [-1.9408, -0.5509, 2.3833], [-2.1879, -1.3103, 3.2109], [-2.0173, 2.0725, 2.5085], [-1.7130, 2.3882, 0.6449], [-1.2796, -0.1677, 0.5199]], "forces_ev_per_a": [[3.76, 2.55, -1.50], [0.82, -1.82, 0.36], [0.57, 0.96, -0.10], [0.27, 0.78, -2.53], [2.42, -3.44, 0.71], [-2.17, 2.94, -1.35], [0.50, -0.10, 0.39], [-0.92, 0.00, 0.29], [-0.21, -0.94, -0.83], [-3.14, -0.77, 2.48], [-0.32, 0.00, 0.61], [-1.17, 1.14, 0.72], [0.72, -1.20, 0.41], [2.21, 3.40, 0.08], [0.00, -0.62, -1.48], [-0.66, -1.15, 2.10], [0.17, -0.13, 0.03], [-1.02, -0.57, -1.33], [-0.93, -1.64, 1.38], [-0.90, 0.60, -0.43]], "mulliken_charge": [-0.935, 0.401, -0.252, -0.228, -0.735, 0.546, -0.488, 0.289, 0.374, 0.155, 0.311, 0.263, 0.284, -0.587, 0.021, 0.240, -0.440, 0.246, 0.273, 0.263]}

***

{"formula": "C8H9FO", "method": "ωB97M-V with the def2-TZVPD basis set", "spin_multiplicity": 1, "de_lowest_kj_mol": 107.8, "e_homo_ev": -8.66, "e_lumo_ha": 0.0352, "total_energy_ha": -485.264854, "homo_lumo_gap_ev": 9.62, "charge": 0, "smiles": "C[C@@H](F)Oc1ccccc1", "elements": ["C", "C", "F", "O", "C", "C", "C", "C", "C", "C", "H", "H", "H", "H", "H", "H", "H", "H", "H"], "coordinates": [[3.3663, 0.0392, 0.4887], [2.1096, 0.5900, -0.0510], [2.2576, 0.7237, -1.4604], [0.9262, -0.6549, -0.0728], [-0.3706, -0.3009, -0.0399], [-1.0443, -0.4504, 1.1529], [-2.4827, -0.3067, 1.1113], [-3.1547, -0.0387, -0.1410], [-2.3379, 0.0825, -1.3006], [-0.9928, -0.0999, -1.2355], [4.0421, 0.8430, 0.3030], [3.2973, -0.2110, 1.5812], [3.6788, -0.9290, -0.0988], [1.7369, 1.5570, 0.3236], [-0.4935, -0.8059, 1.9569], [-2.9988, -0.3536, 2.0350], [-4.2633, 0.1992, -0.1671], [-2.8027, -0.0026, -2.3266], [-0.4735, 0.1190, -2.0588]], "forces_ev_per_a": [[-0.24, -2.49, 0.17], [-2.89, -2.86, -2.96], [0.02, 0.41, 1.75], [4.32, 2.65, 0.93], [0.43, -0.65, 0.78], [-3.48, 0.59, -2.10], [1.43, 0.61, -2.10], [0.74, 0.46, 1.26], [-2.75, -1.39, -0.33], [-1.95, 0.84, 1.95], [1.09, 0.33, 0.10], [0.06, 0.40, -1.06], [-0.67, 2.02, 1.09], [-0.28, -0.74, 0.09], [0.64, -0.30, 1.70], [-0.70, -0.17, 0.59], [1.55, -0.66, 0.02], [0.34, 0.87, 1.26], [2.34, 0.09, -3.15]], "mulliken_charge": [-1.050, 0.398, -0.273, -0.436, 0.357, -0.544, -0.352, -0.486, -0.300, -0.484, 0.346, 0.308, 0.256, 0.299, 0.478, 0.396, 0.308, 0.276, 0.501]}